ORCA calculation (the ωB97M-V functional and the def2-TZVPD basis) on a molecular structure, C16H38AlBBeBr2ClF5IO12S2Si2 in a non-equilibrium geometry.

The geometry in XYZ format:
```
82
Properties=species:S:1:pos:R:3:mulliken_charge:R:1
C -4.69025 1.78487 1.26069 -1.2178
C -3.36675 1.44032 0.66325 -0.3216
C -3.28954 0.23664 -0.20367 -0.5115
I -1.29383 -0.08553 -0.92521 0.3919
Si -3.87448 -1.33817 0.66476 -0.0534
S -4.19247 -2.69624 -0.90893 -0.1953
O -2.59319 -1.76392 1.67665 0.7311
Si -2.94974 -2.36797 3.32669 0.2161
Cl -3.73348 -0.81711 4.38925 -0.3490
C -4.19266 -3.70028 3.29785 -0.3851
C -3.84775 -4.88258 2.36526 -0.8831
C -1.28308 -2.77012 4.05063 -0.7415
C -0.22783 -2.54361 2.99758 -0.1096
O 1.00549 -3.18730 3.18098 -0.3596
C 1.79706 -2.84287 2.13682 1.0392
C 2.83436 -1.81953 2.34251 -0.9600
O 1.59829 -3.36622 1.03192 -0.4516
H -4.91352 1.10545 2.07865 0.4077
H -5.46720 1.76800 0.50508 0.3522
H -4.66565 2.78357 1.67499 0.4324
H -2.59920 1.43760 1.42606 0.5575
H -3.06477 2.40050 -0.20031 0.2914
H -3.91567 0.34312 -1.08667 0.3008
H -5.07907 -1.11717 1.45355 -0.0050
H -4.04541 -3.87463 -0.29764 0.2173
H -5.16387 -3.29223 3.01383 0.5148
H -4.27343 -4.06350 4.31834 0.4029
H -3.17399 -4.61273 1.54515 -0.1089
H -3.37655 -5.66729 2.94015 0.2557
H -4.76601 -5.29481 1.96651 0.3841
H -1.27258 -3.79704 4.39504 0.4808
H -1.09920 -2.14668 4.91284 0.5789
H -0.65017 -2.98436 2.03469 0.1699
H -0.02319 -1.47840 2.86085 0.4613
H 3.23011 -1.86871 3.34869 0.4487
H 3.62162 -1.98606 1.62425 0.1876
H 2.42607 -0.82458 2.18643 0.2512
C 6.60456 -2.58227 -1.21362 -0.1990
C 7.28808 -1.35168 -1.76043 -0.4101
O 6.56694 -0.26230 -1.12276 -0.2025
S 6.10443 -0.67802 0.30340 1.0844
O 6.98759 -0.20393 1.29994 -0.5821
O 4.69893 -0.42131 0.40034 -0.5652
O 6.30581 -2.25621 0.16263 -0.3566
H 5.65768 -2.77535 -1.72408 0.2293
H 7.22954 -3.46798 -1.26250 0.3217
H 7.22909 -1.25847 -2.83768 0.3624
H 8.32995 -1.28778 -1.46214 0.2997
Be -4.62648 -7.68457 2.56222 0.1758
B 8.97348 1.06411 -3.55151 0.6156
F 9.64467 1.41384 -4.71714 -0.3702
F 7.58507 0.92488 -3.81068 -0.4331
F 9.44156 -0.19075 -3.08715 -0.3974
F 9.17750 2.02541 -2.56211 -0.3679
O -2.36757 -9.65375 1.11385 -0.6136
H -2.07416 -9.44384 2.00540 0.3086
H -1.64122 -9.37734 0.54790 0.3123
F -2.77275 -3.73775 5.59777 -0.7794
Al -1.19916 -2.40117 0.41139 0.0982
Br 0.97417 -3.40534 -1.05473 -0.2558
C -5.48516 7.98371 -2.16831 -1.1236
C -4.17309 7.27619 -1.92890 -0.2421
O -4.37479 5.90324 -1.49554 -0.3203
C -4.67775 5.04719 -2.45946 0.7116
O -4.77536 5.27530 -3.62632 -0.5114
O -4.86663 3.83415 -1.89361 -0.2422
C -5.27881 2.83691 -2.83783 -0.6725
H -6.12042 7.91846 -1.28513 0.3011
H -5.30636 9.03251 -2.39757 0.3744
H -6.02589 7.53637 -3.00037 0.3249
H -3.62662 7.75098 -1.11785 0.3169
H -3.53785 7.29216 -2.81198 0.3359
H -4.59815 2.79265 -3.68439 0.3744
H -6.29051 3.03357 -3.18339 0.3394
H -5.26372 1.88555 -2.30588 0.0830
Br -2.49198 3.87647 -0.08462 0.0753
C 9.24129 5.37279 -3.36450 -0.5307
O 8.13041 4.51415 -3.47764 -0.3587
H 10.10302 4.83066 -3.74029 0.2175
H 9.09923 6.28672 -3.95722 0.2991
H 9.42058 5.65241 -2.31922 0.2712
H 7.35239 4.96899 -3.14577 0.2813
```

Computed properties:
E_tot (Ha): -9597.55476
Spin multiplicity: 1
HOMO-LUMO gap (eV): 1.137
Charge: +1